Computed, not measured: C27H23AsGaN2S6 as an isolated structure, with wB97M-V/def2-TZVPD.

Geometry as XYZ:
```
60
Properties=species:S:1:pos:R:3:nbo_charge:R:1
Ga 0.453 0.385 -1.431 1.14
S 1.701 -1.405 -1.907 -0.23
C 2.644 -1.102 -0.404 -0.17
C 4.035 -1.108 -0.470 -0.21
C 4.785 -0.905 0.679 -0.18
C 4.158 -0.685 1.899 -0.22
C 2.772 -0.679 1.972 -0.14
C 2.013 -0.901 0.830 -0.40
As 0.082 -0.778 0.805 0.96
C -0.401 -0.149 2.542 -0.27
C -0.161 1.195 2.829 -0.23
C -0.510 1.702 4.072 -0.20
C -1.111 0.872 5.013 -0.19
C -1.356 -0.463 4.718 -0.18
C -1.002 -0.981 3.476 -0.24
C -0.501 -2.599 0.659 -0.26
C 0.402 -3.650 0.611 -0.22
C -0.067 -4.942 0.415 -0.20
C -1.429 -5.180 0.271 -0.19
C -2.332 -4.124 0.321 -0.20
C -1.867 -2.830 0.509 -0.25
H 4.519 -1.274 -1.425 0.23
H 5.866 -0.909 0.620 0.23
H 4.745 -0.517 2.793 0.23
H 2.279 -0.510 2.920 0.22
H 0.300 1.837 2.089 0.22
H -0.316 2.741 4.308 0.23
H -1.398 1.272 5.979 0.23
H -1.819 -1.106 5.456 0.23
H -1.188 -2.020 3.243 0.23
H 1.462 -3.469 0.722 0.23
H 0.635 -5.766 0.371 0.23
H -1.787 -6.190 0.111 0.23
H -3.394 -4.309 0.211 0.22
H -2.566 -2.002 0.543 0.21
N -2.281 1.777 -0.655 -0.78
C -2.471 0.751 -1.520 0.44
C -3.753 0.224 -1.744 -0.28
C -3.902 -0.872 -2.549 -0.09
C -2.785 -1.458 -3.157 -0.28
C -1.568 -0.901 -2.919 0.09
N -1.398 0.188 -2.112 -0.66
H -3.094 2.287 -0.349 0.42
H -1.450 2.349 -0.722 0.40
H -4.604 0.693 -1.267 0.24
H -4.891 -1.283 -2.717 0.24
H -2.872 -2.330 -3.790 0.25
H -0.669 -1.307 -3.359 0.23
C 3.491 3.707 -3.430 -0.73
S 1.837 3.942 -4.132 0.30
C 0.850 4.267 -2.719 -0.37
C 0.749 3.580 -1.573 -0.44
S 1.711 2.194 -1.094 -0.17
S -0.389 4.206 -0.403 0.43
C -1.071 5.473 -1.384 -0.59
S -2.335 6.381 -0.929 0.04
S -0.216 5.642 -2.885 0.51
H 4.184 4.048 -4.198 0.24
H 3.675 2.664 -3.196 0.23
H 3.607 4.328 -2.545 0.23
```

## Properties
**Spin multiplicity**: 1
**Electronic energy**: -209575.102 eV
**Molar mass**: 712.5 g mol⁻¹
**HOMO level**: -10.488 eV
**HOMO-LUMO gap**: 7.53 eV
**LUMO level**: -3.0 eV
**Net charge**: +1
**Max |F|**: 0.0133 hartree/bohr

---

Computed, not measured: C27H23Br2CoFN3O4Te as an isolated structure, with wB97M-V/def2-TZVPD.

Geometry as XYZ:
```
62
Properties=species:S:1:pos:R:3:nbo_charge:R:1
Co -1.534 1.486 -0.113 1.02
C -1.422 3.509 -2.494 -0.26
C -1.190 2.077 -2.924 0.23
C -0.751 1.753 -4.228 -0.25
C -0.483 0.457 -4.560 -0.15
C -0.630 -0.563 -3.586 -0.12
C -0.344 -1.937 -3.775 -0.12
Br 0.275 -2.561 -5.468 0.00
C -0.492 -2.829 -2.750 -0.23
C -0.918 -2.406 -1.486 -0.23
Br -1.071 -3.678 -0.092 0.02
C -1.198 -1.069 -1.186 0.43
O -1.501 -0.604 -0.046 -0.76
C -1.071 -0.159 -2.318 0.10
N -1.359 1.139 -2.023 -0.41
H -1.585 4.133 -3.381 0.19
H -0.500 3.857 -2.009 0.21
H -3.294 4.230 -1.937 0.35
H -0.627 2.547 -4.953 0.21
H -0.145 0.201 -5.555 0.22
H -0.262 -3.874 -2.912 0.23
C 1.128 -3.123 4.193 -0.62
C 2.127 -2.901 3.067 -0.02
C 2.297 -4.178 2.257 -0.40
C 3.334 -3.991 1.167 -0.42
C 2.989 -2.795 0.322 -0.04
C 3.404 -2.712 -0.987 -0.25
C 3.075 -1.607 -1.765 0.38
F 3.510 -1.577 -3.044 -0.33
C 2.331 -0.579 -1.267 -0.24
C 1.891 -0.647 0.061 -0.15
C 1.024 0.446 0.552 0.53
O 0.747 1.385 -0.207 -0.67
C 0.555 0.294 1.895 -0.29
C 0.950 -0.785 2.612 0.12
N 1.729 -1.799 2.166 -0.38
C 2.207 -1.749 0.862 0.24
C -0.447 1.225 2.561 0.79
O -0.420 1.295 3.790 -0.71
O -1.253 1.846 1.793 -0.78
H 1.410 -4.032 4.725 0.21
H 0.122 -3.254 3.792 0.23
H 1.111 -2.312 4.919 0.22
H 3.100 -2.636 3.501 0.18
H 1.334 -4.436 1.810 0.22
H 2.586 -4.983 2.935 0.21
H 3.396 -4.877 0.532 0.22
H 4.322 -3.851 1.619 0.21
H 3.983 -3.518 -1.423 0.22
H 2.052 0.274 -1.869 0.26
H 0.597 -0.853 3.629 0.24
N -2.546 3.641 -1.593 -0.69
C -2.628 3.034 -0.402 -0.41
C -3.240 6.130 0.823 -0.93
Te -1.922 4.614 1.535 0.71
C -3.420 3.665 2.668 -0.87
H -3.508 6.834 1.607 0.21
H -4.126 5.628 0.433 0.22
H -2.749 6.665 0.009 0.21
H -3.838 2.893 2.023 0.25
H -4.168 4.401 2.958 0.20
H -2.945 3.221 3.538 0.24
```

## Properties
**Spin multiplicity**: 2
**<S²>**: 0.849
**Electronic energy**: -228756.852 eV
**Molar mass**: 818.8 g mol⁻¹
**HOMO level (alpha / beta)**: -2.900 / -3.197 eV
**HOMO-LUMO gap (alpha / beta)**: 5.25 / 5.55 eV
**LUMO level (alpha / beta)**: 2.4 / 2.4 eV
**Net charge**: -1
**Max |F|**: 0.0146 hartree/bohr

---

Computed, not measured: C27H23Br9N4O8 as an isolated structure in a non-equilibrium geometry, with wB97M-V/def2-TZVPD.

Geometry as XYZ:
```
71
Properties=species:S:1:pos:R:3:mulliken_charge:R:1
C -0.380 1.011 -3.729 -0.40
Br -1.363 -0.181 -4.982 -0.03
Br 0.752 2.221 -4.781 -0.09
Br 0.806 0.096 -2.408 0.21
H -1.141 1.602 -3.241 0.38
C -0.034 2.094 1.025 -0.24
Br 0.111 0.656 2.311 0.14
Br -1.543 1.923 -0.175 0.02
Br 1.728 2.310 0.132 -0.01
H -0.209 3.029 1.536 0.22
C -2.909 4.147 5.152 -0.37
Br -4.306 5.168 4.273 0.00
Br -1.382 3.758 3.990 0.06
Br -3.475 2.509 6.063 -0.01
H -2.547 4.786 5.944 0.36
C -4.891 -1.371 -2.581 -0.87
C -3.667 -0.986 -2.042 -0.01
C -2.507 -1.723 -2.222 -0.09
C -2.518 -2.791 -3.087 -0.02
C -3.714 -3.273 -3.585 -0.61
C -4.852 -2.465 -3.456 -0.32
N -1.242 -3.438 -3.428 0.99
O -0.229 -2.840 -3.145 -0.50
O -1.273 -4.489 -4.019 -0.62
H -5.790 -0.776 -2.511 0.43
H -3.552 -0.144 -1.369 0.29
H -1.665 -1.433 -1.609 0.51
H -3.797 -4.046 -4.337 0.40
H -5.739 -2.852 -3.942 0.39
C -3.269 -0.749 2.644 -0.61
C -3.860 0.468 2.920 0.28
C -5.201 0.735 2.662 -0.36
C -5.955 -0.211 1.989 0.02
C -5.354 -1.426 1.680 -0.36
C -4.025 -1.706 1.922 -0.39
N -7.384 0.001 1.742 1.00
O -8.035 -0.930 1.321 -0.58
O -7.840 1.088 2.042 -0.61
H -2.190 -0.811 2.703 0.15
H -3.307 1.251 3.422 0.08
H -5.743 1.625 2.958 0.50
H -5.895 -2.243 1.216 0.42
H -3.537 -2.618 1.613 0.47
C 3.926 -0.835 4.135 -0.51
C 5.261 -0.687 4.492 -0.56
C 6.156 -0.069 3.646 -0.34
C 5.696 0.300 2.374 -0.24
C 4.349 0.170 2.064 0.51
C 3.404 -0.365 2.937 -0.46
N 6.655 0.780 1.356 0.92
O 6.238 0.767 0.213 -0.55
O 7.828 0.878 1.626 -0.61
H 3.222 -1.329 4.799 0.38
H 5.721 -1.093 5.384 0.36
H 7.207 0.037 3.873 0.47
H 3.985 0.607 1.142 -0.09
H 2.423 -0.619 2.565 0.51
C 4.687 1.889 -3.897 -0.54
C 4.287 1.996 -2.581 -0.60
C 4.097 0.827 -1.874 1.97
C 4.241 -0.401 -2.507 -0.17
C 4.618 -0.500 -3.847 -0.59
C 4.802 0.679 -4.562 -0.63
N 3.838 -1.608 -1.772 1.09
O 3.779 -1.536 -0.561 -0.57
O 3.580 -2.603 -2.426 -0.61
H 4.970 2.748 -4.496 0.39
H 4.083 2.957 -2.131 0.39
H 3.703 0.883 -0.869 -0.98
H 4.828 -1.502 -4.194 0.43
H 5.341 0.650 -5.499 0.42
```

## Properties
**Spin multiplicity**: 1
**Electronic energy**: -681081.398 eV
**Molar mass**: 1250.6 g mol⁻¹
**HOMO level**: -9.781 eV
**HOMO-LUMO gap**: 8.87 eV
**LUMO level**: -0.9 eV
**Net charge**: 0
**Max |F|**: 0.0437 hartree/bohr

---

Computed, not measured: a 4-piece molecular cluster, C27H23BrNO8 overall in a non-equilibrium geometry, with wB97M-V/def2-TZVPD.

Geometry as XYZ:
```
60
Properties=species:S:1:pos:R:3:nbo_charge:R:1
C -0.287 -1.753 2.343 -0.65
C -0.394 -0.222 1.954 -0.23
Br 1.076 0.207 0.664 0.02
C -1.724 0.180 1.207 -0.27
N -2.940 -0.555 1.635 -0.29
C -3.326 -0.786 2.934 0.09
C -4.539 -1.532 3.309 -0.20
C -5.411 -2.084 2.243 -0.02
C -6.703 -2.877 2.594 0.75
O -7.660 -2.391 3.111 -0.45
O -6.736 -4.243 2.281 -0.67
C -4.971 -1.806 0.847 -0.22
C -3.765 -1.030 0.614 0.08
H 0.775 -2.107 2.242 0.26
H -0.589 -1.837 3.431 0.22
H -0.975 -2.388 1.711 0.22
H -0.174 0.415 2.858 0.24
H -1.554 -0.051 0.115 0.27
H -1.911 1.287 1.262 0.25
H -2.698 -0.406 3.774 0.25
H -4.768 -1.679 4.395 0.28
H -6.414 -4.357 1.360 0.49
H -5.570 -2.178 -0.026 0.27
H -3.465 -0.816 -0.452 0.30
C 3.778 2.504 -3.958 -0.24
C 4.663 3.102 -3.162 -0.22
C 4.741 2.776 -1.719 0.48
O 5.544 3.321 -0.993 -0.46
C 3.798 1.759 -1.196 -0.22
C 2.914 1.162 -1.994 -0.27
C 2.836 1.489 -3.435 0.49
O 2.029 0.942 -4.163 -0.51
H 3.705 2.730 -5.014 0.24
H 5.359 3.846 -3.527 0.24
H 3.870 1.533 -0.139 0.26
H 2.215 0.416 -1.632 0.21
C 4.155 -3.089 0.418 -0.21
C 4.028 -1.765 0.498 -0.25
C 4.884 -0.965 1.404 0.49
O 4.766 0.242 1.479 -0.51
C 5.886 -1.691 2.214 -0.24
C 6.014 -3.015 2.135 -0.22
C 5.159 -3.816 1.229 0.47
O 5.274 -5.021 1.154 -0.47
H 3.538 -3.690 -0.238 0.23
H 3.301 -1.219 -0.089 0.22
H 6.503 -1.090 2.870 0.24
H 6.742 -3.562 2.721 0.24
C -3.693 3.891 -2.423 -0.19
C -3.835 2.625 -2.035 -0.26
C -2.735 1.649 -2.190 0.51
O -2.864 0.486 -1.836 -0.59
C -1.471 2.128 -2.788 -0.25
C -1.327 3.394 -3.177 -0.19
C -2.427 4.375 -3.023 0.46
O -2.298 5.526 -3.373 -0.44
H -4.487 4.620 -2.318 0.24
H -4.753 2.254 -1.594 0.23
H -0.678 1.398 -2.892 0.25
H -0.409 3.763 -3.618 0.25
```

## Properties
**Spin multiplicity**: 1
**Electronic energy**: -116273.200 eV
**Molar mass**: 569.4 g mol⁻¹
**HOMO level**: -11.999 eV
**HOMO-LUMO gap**: 7.07 eV
**LUMO level**: -4.9 eV
**Net charge**: +1
**Max |F|**: 0.0589 hartree/bohr

---

- Which value of spin multiplicity does entry 4 give?
  1